{"formula": "C31H51N3O12P", "method": "wB97M-V/def2-TZVPD", "elements": ["C", "C", "C", "C", "C", "C", "C", "C", "N", "C", "C", "C", "C", "C", "C", "C", "O", "P", "N", "O", "C", "C", "C", "C", "N", "O", "H", "H", "H", "H", "H", "H", "H", "H", "H", "H", "H", "H", "H", "H", "H", "H", "H", "H", "H", "H", "H", "H", "H", "H", "H", "H", "H", "H", "H", "H", "H", "H", "H", "C", "C", "C", "O", "C", "O", "O", "H", "H", "H", "H", "H", "H", "C", "C", "C", "O", "C", "O", "O", "H", "H", "H", "H", "H", "H", "C", "C", "C", "O", "C", "O", "O", "H", "H", "H", "H", "H", "H"], "coordinates": [[-2.540, 1.071, -3.738], [-1.831, 0.526, -2.495], [-1.581, -0.967, -2.766], [-2.746, 0.715, -1.260], [-2.075, 1.049, 0.086], [-3.197, 1.339, 1.118], [-2.926, 2.312, 2.273], [-2.008, 1.851, 3.404], [-0.614, 2.169, 3.091], [0.380, 1.626, 4.036], [1.214, 0.568, 3.353], [1.022, -0.784, 3.602], [1.771, -1.739, 2.922], [2.718, -1.353, 1.990], [2.948, 0.000, 1.756], [2.193, 0.946, 2.438], [2.401, 2.298, 2.251], [-1.207, -0.425, 0.905], [-2.196, -1.720, 0.369], [0.119, -0.758, -0.021], [-1.065, 2.191, -0.070], [-0.416, 2.372, -1.462], [1.071, 2.707, -1.257], [-1.063, 3.563, -2.176], [-0.482, 1.145, -2.301], [0.167, 1.275, -3.397], [-2.813, 2.122, -3.650], [-3.473, 0.512, -3.847], [-1.953, 0.903, -4.640], [-2.512, -1.448, -3.070], [-0.870, -1.063, -3.590], [-1.160, -1.468, -1.904], [-3.504, 1.470, -1.501], [-3.283, -0.227, -1.117], [-3.453, 0.370, 1.573], [-4.104, 1.666, 0.603], [-3.909, 2.513, 2.713], [-2.563, 3.283, 1.925], [-2.311, 2.393, 4.314], [-2.134, 0.785, 3.600], [-0.524, 3.177, 3.080], [1.022, 2.437, 4.377], [-0.128, 1.167, 4.889], [0.285, -1.110, 4.325], [1.612, -2.792, 3.114], [3.291, -2.102, 1.459], [3.698, 0.314, 1.038], [2.515, 2.477, 1.312], [-2.783, -2.036, 1.133], [-1.642, -2.509, 0.056], [0.837, -0.189, 0.287], [-1.510, 3.157, 0.175], [-0.272, 2.009, 0.663], [1.660, 1.794, -1.134], [1.482, 3.272, -2.093], [1.179, 3.318, -0.357], [-0.774, 4.468, -1.634], [-2.153, 3.526, -2.161], [-0.703, 3.666, -3.199], [1.912, -0.214, -5.247], [3.213, 0.146, -5.912], [3.227, 0.043, -7.422], [4.604, -0.240, -7.696], [5.096, -0.911, -6.623], [6.117, -1.516, -6.615], [4.258, -0.791, -5.570], [1.125, 0.470, -5.553], [1.624, -1.235, -5.508], [2.003, -0.161, -4.166], [3.545, 1.137, -5.592], [2.922, 0.953, -7.931], [2.624, -0.797, -7.775], [-3.711, -5.122, -3.398], [-4.629, -4.899, -2.225], [-5.236, -3.515, -2.128], [-5.430, -3.371, -0.716], [-4.473, -4.108, -0.104], [-4.163, -4.002, 1.037], [-3.904, -4.965, -0.981], [-4.263, -5.014, -4.332], [-2.890, -4.404, -3.384], [-3.280, -6.121, -3.365], [-5.408, -5.665, -2.192], [-6.182, -3.407, -2.651], [-4.538, -2.741, -2.459], [5.204, 1.609, 7.255], [4.620, 0.223, 7.326], [4.710, -0.587, 6.048], [3.573, -1.449, 6.160], [2.638, -0.785, 6.879], [1.488, -1.076, 6.935], [3.193, 0.272, 7.518], [6.275, 1.557, 7.054], [4.722, 2.187, 6.466], [5.054, 2.139, 8.195], [5.047, -0.334, 8.165], [5.620, -1.173, 5.958], [4.583, 0.037, 5.158]], "total_energy_ev": -71303.580, "mol_weight_g_mol": 688.73, "orbital_gap_ev": [8.08, 7.93], "homo_energy_ev": [-7.58, -7.58], "multiplicity": 2}